(1)
This record from the OMol25 dataset describes the molecule C3H7N5. The level of theory is the ωB97M-V functional and the def2-TZVPD basis.

```
15
Properties=species:S:1:pos:R:3:forces:R:3
H 2.95672 -1.12192 0.41248 -0.738 -1.791 1.129
N 3.31255 -0.41804 -0.16110 -0.812 1.688 -1.371
C 2.41469 0.44225 -0.49955 3.952 0.988 0.944
N 1.09795 0.59621 -0.02152 1.034 -0.887 -1.758
C 0.49962 -0.49494 0.60046 1.065 0.748 3.082
N -0.72949 -0.66595 0.69908 -2.680 -1.261 -1.201
C -1.84689 -0.14728 -0.08841 -0.742 0.462 0.329
N -2.00407 1.30793 0.18674 -0.968 -2.261 -0.252
N -2.68938 -0.86594 -0.78428 1.663 3.525 1.450
H -2.42512 -1.81507 -0.88169 0.580 -1.037 0.185
H 3.02763 1.30891 -0.95922 -2.358 -0.784 0.043
H 0.51237 1.01961 -0.72777 -0.363 0.357 0.136
H 1.12865 -1.01285 1.46119 -0.892 0.910 -2.207
H -1.49758 1.48658 1.07752 -1.078 0.208 -0.904
H -3.02018 1.65526 0.11012 2.339 -0.865 0.395
```
Forces are in eV/Å.

Results
energy above the lowest of the compared OMol25 structures with the same formula, charge and spin: 1.850 eV
SMILES: [H]/N=C\N/C=N\C(N)=N/[H]

Results of the natural (NBO) charge analysis, in e, for atoms 1 through 6:
1 H 0.317
2 N -0.640
3 C 0.244
4 N -0.643
5 C 0.303
6 N -0.510

***

(2)
This record from the OMol25 dataset describes a cluster of 2 separate species, C5H14NO2 in total. The level of theory is the ωB97M-V functional and the def2-TZVPD basis.

```
22
Properties=species:S:1:pos:R:3:forces:R:3
C -1.31525 2.07578 -1.75515 3.179 1.236 4.059
C -1.58439 0.92639 -0.83402 -3.212 -1.348 0.808
N -0.74151 -0.19784 -1.20744 -1.269 -0.038 -0.091
C -0.52951 -1.42115 1.03874 -1.882 -0.383 -2.409
C 0.13069 -0.74589 -0.17056 1.660 -0.819 -1.277
C 1.36830 0.17409 0.13067 0.551 -2.543 -1.835
O 2.32653 -0.52911 0.73089 0.464 -0.089 0.985
H -1.65402 3.01265 -1.31285 0.269 0.230 -0.359
H -1.59283 1.97237 -2.69881 -2.675 -0.800 -4.002
H -0.23202 2.03325 -1.99995 0.040 0.960 1.049
H -2.74579 0.78290 -1.00447 1.534 -0.677 -0.151
H -1.72403 0.99745 0.31466 1.399 0.778 -1.688
H -0.18649 0.09222 -2.02070 -0.122 -0.434 0.738
H 0.01669 -1.16867 1.87955 0.610 0.542 2.055
H -1.62087 -1.25364 1.04191 0.366 0.663 0.591
H -0.53329 -2.50809 0.90978 0.460 -0.003 0.089
H 0.61879 -1.63036 -0.63671 0.020 0.731 -0.201
H 1.79367 0.53895 -0.84166 -0.699 -0.022 -0.617
H 1.07418 1.06238 0.56956 -1.048 2.403 1.754
H 2.41531 -0.73484 2.41693 0.191 2.666 -2.200
H 2.14667 -2.05227 2.43006 0.114 -0.772 0.022
O 2.56917 -1.42657 3.01956 0.049 -2.282 2.678
```
Forces are in eV/Å.

Results
energy above the lowest of the compared OMol25 structures with the same formula, charge and spin: 2.332 eV
charge: -1

Results of the natural (NBO) charge analysis, in e, for atoms 1 through 6:
1 C -0.627
2 C -0.212
3 N -0.649
4 C -0.626
5 C -0.077
6 C -0.026

***

(3)
This record from the OMol25 dataset describes a cluster of 2 separate species, C9H14 in total. The level of theory is the ωB97M-V functional and the def2-TZVPD basis.

```
23
Properties=species:S:1:pos:R:3:forces:R:3
C -0.80584 -2.60430 1.28729 -0.062 -0.996 -0.242
C -0.90744 -1.11383 1.22171 0.127 -0.280 0.128
C -1.57019 -0.48716 0.17945 -0.158 0.650 -0.230
C -1.64622 0.89516 0.15476 0.310 0.981 0.112
C -1.03690 1.67518 1.13827 0.069 -0.389 -0.099
C -0.35030 1.05171 2.16575 -0.017 0.118 0.094
C -0.31182 -0.33575 2.20356 0.219 -0.002 0.432
H -0.02687 -3.01999 0.63322 -0.002 0.335 0.040
H -1.72506 -3.10451 0.95781 0.029 0.247 0.100
H -0.58077 -2.98749 2.28549 -0.046 0.261 0.014
H -2.02505 -1.03370 -0.63174 -0.055 -0.308 0.010
H -2.11794 1.47513 -0.63172 -0.216 -0.523 -0.190
H -1.07739 2.75348 1.07717 -0.047 0.038 0.009
H 0.14567 1.65321 2.92690 -0.107 -0.241 -0.094
H 0.18776 -0.84242 3.02738 -0.002 0.116 -0.128
C 2.18771 0.87378 -1.66036 -0.209 -0.114 0.137
C 1.27582 0.63712 -2.87632 0.498 -0.322 0.661
H 3.22065 0.56128 -1.81551 0.022 0.166 -0.198
H 2.16857 1.92945 -1.37253 0.106 -0.141 0.003
H 1.83010 0.29926 -0.79839 -0.019 0.089 -0.097
H 0.25091 0.68461 -2.51025 -0.139 -0.007 -0.377
H 1.46867 -0.34549 -3.32260 -0.203 0.143 0.107
H 1.44595 1.38527 -3.63934 -0.096 0.178 -0.195
```
Forces are in eV/Å.

Results
energy above the lowest of the compared OMol25 structures with the same formula, charge and spin: 0.142 eV
SMILES: Cc1ccccc1.CC

Results of the natural (NBO) charge analysis, in e, for atoms 1 through 6:
1 C -0.633
2 C -0.011
3 C -0.227
4 C -0.193
5 C -0.227
6 C -0.202

***

(4)
This record from the OMol25 dataset describes a cluster of 3 separate species, C37H72FN6O3 in total. The level of theory is the ωB97M-V functional and the def2-TZVPD basis.

```
119
Properties=species:S:1:pos:R:3:forces:R:3
C 1.93118 -3.80264 3.05992 0.037 -0.188 0.111
O 0.68621 -3.34616 2.56527 -0.193 -0.083 -0.117
C 0.60097 -1.95763 2.35510 0.210 0.269 0.122
C 0.95254 -1.56463 0.91298 -0.013 -0.304 0.012
C -0.28129 -1.46285 0.01851 -0.151 -0.029 -0.051
C -1.08681 -0.16342 0.13776 0.060 0.031 0.050
C -0.31448 1.15275 0.10093 -0.537 0.560 0.279
C -1.14656 2.34435 0.61556 0.733 -0.259 0.134
C -0.50506 3.60704 0.02194 -0.533 0.057 0.302
C -0.15296 4.64837 1.08438 0.317 -0.056 -0.051
C -0.01212 6.07958 0.54643 -0.070 0.284 -0.192
O -0.69514 6.40523 -0.38757 -0.118 0.056 -0.046
N 0.80396 7.03307 1.21870 0.048 -0.659 0.431
C 2.12040 6.51944 1.60688 -0.098 0.291 0.118
C 0.06772 7.53522 2.39562 -0.009 0.306 -0.080
N 0.63424 3.12000 -0.88011 -0.114 0.709 -0.259
C 1.93259 3.18071 -0.16221 -0.164 -0.243 0.311
C 0.73432 4.08923 -2.04395 0.091 0.025 -0.215
C 1.89889 3.91265 -3.02482 0.097 -0.107 -0.025
C 2.77916 5.14508 -3.11338 0.146 0.092 -0.208
O 2.95982 5.70737 -4.16159 -0.254 0.055 0.297
N 3.35624 5.60937 -1.88205 -0.065 0.059 -0.243
C 4.67849 5.02529 -1.66382 -0.061 -0.067 -0.037
C 5.64592 5.07516 -2.66305 -0.218 -0.022 0.022
C 6.89979 4.53877 -2.43194 0.078 0.032 -0.085
C 7.19890 3.95611 -1.21050 0.044 -0.009 -0.024
C 6.23459 3.90905 -0.21592 0.202 -0.076 -0.002
C 4.97689 4.44260 -0.44378 -0.008 0.007 0.141
C 0.25124 1.62337 -1.23639 0.479 -1.017 -0.228
N 1.36383 0.79872 -1.60198 -0.062 0.568 0.166
C -0.73913 1.48743 -2.41244 -0.408 0.120 0.156
C -2.09962 2.15864 -2.41106 0.093 0.082 -0.102
F -0.05455 1.85382 -3.57359 0.016 0.004 -0.044
H 2.71728 -3.05435 2.94208 0.025 0.032 -0.005
H 1.83109 -4.05922 4.11757 0.072 0.091 0.042
H 2.23637 -4.70466 2.52870 -0.099 0.031 -0.088
H -0.42388 -1.66540 2.59868 -0.052 0.012 -0.032
H 1.25916 -1.42516 3.05149 -0.029 -0.064 0.094
H 1.56358 -0.65934 0.92229 -0.058 0.091 -0.082
H 1.59715 -2.35294 0.51742 0.051 0.028 0.035
H -0.04443 -1.65696 -1.02763 0.158 0.075 -0.009
H -0.94818 -2.27139 0.33138 -0.035 -0.054 -0.181
H -1.85287 -0.14008 -0.64008 -0.099 -0.119 0.083
H -1.63170 -0.16969 1.08596 0.014 0.025 0.042
H 0.52260 1.09906 0.79963 0.160 -0.264 -0.172
H -2.19185 2.26244 0.33759 -0.085 0.052 0.074
H -1.05734 2.35998 1.70100 -0.300 0.019 0.044
H -1.22740 4.11300 -0.61153 0.153 -0.070 -0.320
H -1.04656 4.68964 1.71480 0.007 0.067 0.018
H 0.65632 4.35369 1.75020 0.003 -0.039 -0.060
H 2.63972 6.12322 0.73714 -0.006 -0.082 -0.050
H 2.70476 7.36659 1.96396 0.021 -0.008 -0.019
H 2.09076 5.78518 2.42184 0.034 -0.113 -0.038
H 0.76943 8.03698 3.05899 0.018 0.053 -0.073
H -0.41234 6.73698 2.97390 0.025 -0.044 0.027
H -0.68451 8.25686 2.08731 -0.072 -0.043 -0.037
H 1.84109 2.74443 0.83008 -0.014 -0.050 -0.040
H 2.68274 2.63519 -0.71846 0.103 0.155 -0.070
H 2.20940 4.22431 -0.07702 0.075 -0.009 -0.076
H 0.79324 5.07672 -1.59819 0.006 -0.039 0.117
H -0.20202 4.04993 -2.58170 -0.100 -0.089 -0.016
H 2.54010 3.06045 -2.79924 0.029 -0.006 0.122
H 1.50988 3.74503 -4.02400 -0.003 -0.069 -0.028
H 3.47226 6.61204 -2.01105 0.090 0.027 0.049
H 5.40414 5.53202 -3.61376 0.037 0.025 -0.008
H 7.64859 4.58898 -3.21063 0.026 -0.020 0.006
H 8.18782 3.55361 -1.04355 0.004 -0.049 0.075
H 6.46730 3.46267 0.74139 -0.008 0.008 0.029
H 4.24477 4.42370 0.35092 -0.029 0.067 0.003
H 1.83500 1.06484 -2.45380 -0.098 -0.112 -0.135
H 2.01960 0.63232 -0.85430 -0.004 -0.123 0.007
H -0.92448 0.41498 -2.48279 0.235 -0.030 -0.017
H -2.07552 3.23968 -2.31728 0.029 0.093 0.017
H -2.73300 1.75283 -1.62650 -0.002 -0.050 0.017
H -2.57520 1.92842 -3.36408 0.022 -0.037 0.000
C -1.04525 -1.90084 -4.98603 0.104 0.042 0.014
C -0.76751 -3.22044 -4.28406 -0.035 -0.001 -0.056
N -1.87754 -3.65451 -3.45346 0.026 0.050 0.045
C -1.54077 -4.75817 -2.57054 0.082 -0.074 0.207
C -1.17626 -6.11151 -3.19196 -0.027 0.006 0.009
C -3.16370 -3.75406 -4.12765 -0.136 0.009 -0.067
C -3.26642 -4.68135 -5.34543 -0.048 0.007 0.029
H -1.31364 -1.13414 -4.25479 -0.054 0.009 -0.026
H -0.15756 -1.56593 -5.52402 0.011 -0.002 0.015
H -1.85318 -1.98038 -5.71239 -0.009 0.001 -0.002
H 0.09738 -3.09523 -3.62514 0.008 -0.038 0.011
H -0.47123 -3.96671 -5.03713 -0.015 0.003 0.000
H -2.37387 -4.90241 -1.87710 -0.038 0.033 -0.033
H -0.69846 -4.42677 -1.95298 0.025 0.025 -0.044
H -2.05111 -6.63726 -3.57088 0.006 0.020 -0.041
H -0.72043 -6.74880 -2.43254 0.000 0.002 0.006
H -0.45896 -6.00847 -4.00682 0.008 0.009 -0.001
H -3.46137 -2.74910 -4.43570 0.043 0.012 -0.002
H -3.90014 -4.05335 -3.37819 0.024 -0.037 0.017
H -2.41314 -4.56821 -6.01563 0.002 0.019 -0.007
H -4.16347 -4.43835 -5.91712 -0.007 -0.003 0.007
H -3.33646 -5.73008 -5.06297 0.059 -0.004 -0.007
C -3.90012 -6.40322 6.66020 -0.033 0.008 0.011
C -3.99767 -5.31154 5.60653 -0.033 -0.043 -0.017
N -2.78710 -4.51591 5.49502 0.013 0.038 -0.064
C -2.95022 -3.31433 4.69973 -0.018 0.149 0.041
C -3.23519 -3.46064 3.19803 0.060 0.036 -0.016
C -1.56296 -5.26062 5.26004 0.192 -0.124 0.037
C -1.49239 -6.15238 4.01395 0.119 0.037 -0.066
H -3.63142 -5.98230 7.62966 0.032 0.004 -0.007
H -4.86378 -6.90342 6.75900 -0.005 0.001 0.009
H -3.16493 -7.16455 6.39889 0.003 -0.003 -0.010
H -4.80353 -4.62732 5.88552 -0.007 0.020 -0.031
H -4.29959 -5.76900 4.65049 0.011 0.002 0.001
H -2.04778 -2.70772 4.82786 0.021 -0.021 0.006
H -3.76444 -2.73886 5.15154 -0.029 -0.044 -0.001
H -2.34640 -3.76173 2.64286 -0.002 -0.044 0.014
H -3.56612 -2.50009 2.79425 -0.016 0.010 0.006
H -4.02514 -4.18579 3.00133 -0.010 -0.006 0.005
H -1.36178 -5.87730 6.13874 -0.097 -0.007 0.020
H -0.74266 -4.53790 5.22819 -0.028 0.042 -0.043
H -2.39829 -6.74297 3.87147 -0.028 0.016 0.049
H -0.66224 -6.85547 4.10931 0.005 0.009 0.021
H -1.31620 -5.56850 3.11137 -0.056 -0.025 -0.025
```
Forces are in eV/Å.

Results
charge: +1

Results of the Löwdin charge analysis, in e, for atoms 1 through 6:
1 C -0.094
2 O -0.201
3 C -0.236
4 C -0.162
5 C -0.178
6 C -0.130

***

(5)
This record from the OMol25 dataset describes a structure of composition C13H33Br3ClN4P2. The level of theory is the ωB97M-V functional and the def2-TZVPD basis.

```
56
Properties=species:S:1:pos:R:3:forces:R:3
C 2.03620 -3.70697 0.26908 0.263 0.405 0.246
C 1.92414 -2.20333 0.92573 0.206 -0.145 0.394
C 3.11579 -1.16906 0.38641 0.138 -0.700 0.512
C 3.12525 -0.98353 -1.24813 -1.045 0.688 0.144
C 1.88771 0.04879 -1.67401 0.342 0.267 -0.185
C 2.43909 1.59798 -1.91855 0.793 -0.373 0.252
C 2.45229 2.51068 -0.55574 0.559 0.341 -0.218
C 0.96727 2.98906 -0.04518 0.612 0.601 -0.287
C -0.25812 2.61846 -1.07159 -0.150 0.505 0.341
C -1.61769 3.33085 -0.49449 0.069 0.993 0.020
P -2.77522 2.06665 0.43052 0.178 2.095 -2.273
Cl -4.15467 3.24262 1.53471 1.581 -1.383 -1.099
C -3.55284 0.86870 -0.83477 -0.104 -1.061 -0.799
C -5.09556 0.41642 -0.51817 -0.981 -2.016 -1.223
N -5.43582 0.25838 0.94737 0.130 1.896 -1.798
N -6.08639 1.30070 -1.29219 1.939 0.290 1.716
N -5.26203 -0.98685 -1.13914 1.078 1.598 -0.039
P -1.38887 0.86825 1.69487 -0.334 -3.955 2.657
N -2.13148 -0.51798 2.16542 1.003 2.558 0.620
H 1.31562 -4.46287 0.83290 1.522 1.668 -1.288
H 3.16002 -4.06807 0.43878 -2.534 0.671 -0.593
H 1.76744 -3.67388 -0.88896 0.635 -0.235 2.563
H 0.83893 -1.75643 0.76229 2.139 -0.863 0.185
H 2.05220 -2.32273 2.10428 -0.251 0.364 -2.535
H 2.98844 -0.14389 0.97533 0.268 -2.007 -1.465
H 4.15194 -1.62269 0.75102 -2.166 0.897 -0.826
H 2.90432 -2.01030 -1.76930 0.744 1.971 1.091
H 4.12813 -0.50856 -1.64457 -1.941 -1.196 0.889
H 1.36442 -0.27087 -2.69115 1.024 0.422 2.304
H 1.11629 -0.00825 -0.76688 1.399 0.246 -2.075
H 3.56922 1.50026 -2.28494 -2.450 0.248 0.782
H 1.87620 2.14510 -2.80527 1.024 -1.145 1.984
H 3.08750 3.48536 -0.78881 -1.347 -2.054 0.509
H 3.01133 1.96379 0.34436 -1.230 1.057 -2.167
H 1.00931 4.17762 0.02866 -0.322 -2.555 -0.097
H 0.83136 2.59697 1.05107 -0.137 0.666 -2.077
H -0.02167 3.10155 -2.13676 -0.617 -1.246 2.431
H -0.47241 1.46876 -1.19053 0.777 2.200 0.016
H -2.17849 3.88956 -1.37173 0.781 -1.246 2.006
H -1.32715 4.12512 0.33977 -0.710 -1.582 -1.778
H -2.89839 -0.11762 -0.86323 -1.052 2.000 0.425
H -3.52227 1.33103 -1.92152 0.194 -0.574 2.378
H -4.59719 0.12414 1.55197 -0.860 0.039 -0.657
H -5.99157 1.10386 1.20025 0.734 -1.075 0.222
H -5.77301 1.33432 -2.29913 -0.488 0.128 1.607
H -6.02642 2.24712 -0.84063 -0.264 -0.822 -1.086
H -4.69036 -1.04300 -2.00961 -1.001 -0.074 0.747
H -6.26873 -1.18831 -1.32664 1.220 0.501 0.187
H -0.19326 0.51150 0.95081 -0.888 1.011 -0.151
H -0.96418 1.61395 2.85218 -0.100 0.371 -1.096
H -2.09296 -0.45191 3.22427 -0.422 -0.373 -1.460
C 5.57576 -5.18756 2.61989 0.166 -0.193 0.122
Br 4.79651 -6.47255 1.38467 0.197 0.368 0.301
Br 7.06963 -4.23063 1.82179 -0.453 -0.209 0.166
Br 4.23836 -3.97164 3.33876 0.326 -0.260 -0.165
H 5.97608 -5.75807 3.46445 -0.196 0.274 -0.381
```
Forces are in eV/Å.

Results
charge: +1

Results of the natural (NBO) charge analysis, in e, for atoms 1 through 6:
1 C -0.646
2 C -0.413
3 C -0.424
4 C -0.421
5 C -0.419
6 C -0.428

***

no.,gap between HOMO and LUMO (eV),calculated total energy (eV),HOMO (eV)
1,10.2,-10673.150,-9.62
2,6.6,-10995.274,-2.95
3,10.1,-9560.039,-9.08
4,7.2,-57330.344,-9.47
5,6.8,-261190.688,-11.88